ORCA calculation (ωB97M-V/def2-TZVPD) on C18H19N3O3S2 in the gas phase.

- Structure (SMILES): COc1ccc(OC)c(C(=O)CSc2nnc(Cc3cccs3)n2C)c1
- Charge: 0
- HOMO-LUMO gap: 8.01 eV
- Energy above the lowest of the compared OMol25 structures with the same formula, charge and spin: 305.7 kJ/mol

Atoms and positions in Å:
C -2.867 -1.868 -1.864
H -2.271 -2.367 -2.634
O -2.453 -2.242 -0.572
C -1.159 -2.008 -0.223
C -0.226 -1.360 -1.006
C 1.106 -1.204 -0.592
C 1.510 -1.733 0.650
C 0.539 -2.331 1.459
C -0.761 -2.467 1.037
H -1.498 -2.936 1.670
H 0.809 -2.698 2.435
O 2.810 -1.651 0.998
C 3.177 -1.861 2.346
H 4.230 -1.586 2.401
H 2.596 -1.210 3.002
H 3.060 -2.909 2.637
C 1.948 -0.414 -1.499
O 1.473 0.149 -2.472
C 3.428 -0.264 -1.232
H 3.909 0.127 -2.129
H 3.882 -1.202 -0.923
S 3.788 0.958 0.109
C 2.177 1.315 0.683
N 1.621 0.844 1.762
N 0.381 1.335 1.826
C 0.188 2.106 0.789
N 1.313 2.149 0.022
C 1.577 2.895 -1.174
H 1.158 3.897 -1.089
H 2.658 2.966 -1.301
H 1.154 2.387 -2.044
C -1.088 2.807 0.490
C -2.230 1.840 0.438
C -3.225 1.782 -0.488
C -4.176 0.774 -0.209
C -3.879 0.086 0.921
S -2.435 0.645 1.671
H -4.416 -0.732 1.358
H -5.035 0.578 -0.826
H -3.283 2.439 -1.339
H -1.020 3.337 -0.461
H -1.272 3.538 1.286
H -0.482 -0.940 -1.966
H -2.813 -0.784 -2.004
H -3.905 -2.188 -1.943

The computed natural (NBO) charges, all in e, follow: -0.253, 0.177, -0.498, 0.273, -0.233, -0.256, 0.437, -0.296, -0.186, 0.225, 0.224, -0.531, -0.260, 0.202, 0.211, 0.172, 0.571, -0.577, -0.603, 0.240, 0.253, 0.264, 0.136, -0.290, -0.299, 0.354, -0.360, -0.425, 0.208, 0.237, 0.240, -0.477, -0.198, -0.265, -0.277, -0.406, 0.488, 0.234, 0.221, 0.217, 0.232, 0.246, 0.245, 0.184, 0.197